Record 1
This record from the Open Molecules 2025 dataset describes a cluster of 7 separate species, C11H36O7 in total. The level of theory is ωB97M-V/def2-TZVPD.

Calculated values
2S+1 ... 1
HOMO energy ... -10.0 eV
Structure (SMILES) ... CC(C)O.CC(C)O.CO.CO.CO.CO.CO
Calculated total energy ... -967.27503 Ha
LUMO ... 0.38 eV
Kohn-Sham gap ... 0.3798 Eh

Cartesian coordinates (Å):
C -3.66 -1.30 -0.96
C -4.96 -1.83 -0.37
C -5.92 -2.30 -1.42
O -4.71 -2.97 0.46
H -3.00 -0.97 -0.16
H -3.88 -0.44 -1.60
H -3.17 -2.07 -1.55
H -5.41 -1.04 0.24
H -6.17 -1.52 -2.14
H -6.86 -2.61 -0.97
H -5.48 -3.14 -1.97
H -4.05 -2.73 1.13
C 4.52 4.60 0.71
C 3.87 3.52 -0.14
C 2.89 2.68 0.67
O 3.18 4.13 -1.24
H 3.73 5.22 1.14
H 5.15 5.22 0.09
H 5.11 4.20 1.53
H 4.62 2.87 -0.60
H 2.04 3.28 1.02
H 3.32 2.28 1.59
H 2.53 1.81 0.13
H 2.52 4.73 -0.87
C 0.28 -0.03 -0.57
O 0.32 -0.88 -1.72
H -0.48 -0.41 0.11
H 1.24 -0.01 -0.05
H 0.02 0.98 -0.89
H 1.25 -1.00 -1.93
C -3.24 1.92 1.00
O -3.89 1.76 2.27
H -3.79 1.38 0.22
H -3.23 2.97 0.70
H -2.25 1.50 1.07
H -4.81 1.99 2.16
C 2.28 -1.86 2.12
O 2.75 -0.63 2.68
H 3.04 -2.65 2.20
H 1.41 -2.16 2.70
H 2.00 -1.76 1.07
H 3.61 -0.44 2.30
C 3.47 0.38 -2.39
O 3.16 -0.93 -1.94
H 2.73 1.10 -2.05
H 4.47 0.70 -2.06
H 3.47 0.44 -3.48
H 3.78 -1.54 -2.35
C -0.65 -3.61 0.36
O -0.85 -3.61 1.76
H -1.16 -4.44 -0.14
H -1.03 -2.68 -0.05
H 0.40 -3.67 0.06
H -0.52 -4.43 2.13

***

Record 2
This record from the Open Molecules 2025 dataset describes a cluster of 2 separate species, C5H13N2 in total in a non-equilibrium geometry. The level of theory is ωB97M-V/def2-TZVPD.

Calculated values
2S+1 ... 1
HOMO energy ... -13.5 eV
Calculated total energy ... -307.30086 Ha
Total charge ... +1
LUMO ... -9.09 eV
Kohn-Sham gap ... 0.1603 Eh

Cartesian coordinates (Å):
N 0.32 0.14 -1.38
C -0.17 0.45 -0.05
C -1.46 1.31 -0.06
C -2.70 0.42 -0.19
C -2.88 -0.67 0.54
C 0.99 1.29 0.62
N 2.06 0.40 0.64
H -0.07 -0.61 -1.93
H -0.06 -0.49 0.52
H 1.33 0.14 -1.22
H 4.83 -4.30 -0.65
H -1.50 1.93 0.84
H -1.35 1.91 -0.96
H -3.11 0.44 -1.19
H -2.23 -0.89 1.39
H -3.68 -1.39 0.45
H 0.61 1.49 1.63
H 1.26 2.26 0.14
H 4.85 -4.71 -0.02
H 2.95 0.88 0.89

***

Record 3
This record from the Open Molecules 2025 dataset describes the molecule C11H15NO3. The level of theory is ωB97M-V/def2-TZVPD.

Calculated values
2S+1 ... 1
HOMO energy ... -9.3 eV
Structure (SMILES) ... C=CCNC(=O)[C@H]1CC=CC[C@@H]1C(=O)O
Calculated total energy ... -708.63761 Ha
LUMO ... 0.74 eV
Kohn-Sham gap ... 0.3701 Eh

Cartesian coordinates (Å):
C -5.06 -0.99 -0.21
C -3.81 -1.00 0.21
C -2.99 0.22 0.46
N -1.71 0.15 -0.21
C -0.54 0.10 0.46
O -0.47 0.16 1.67
C 0.68 0.00 -0.46
H 0.47 -0.75 -1.23
C 0.91 1.37 -1.14
C 1.59 2.31 -0.20
C 2.66 1.89 0.45
C 3.11 0.48 0.22
C 1.90 -0.46 0.36
C 2.30 -1.87 -0.01
O 1.84 -2.52 -0.91
O 3.27 -2.33 0.79
H 3.51 -3.24 0.53
H 1.61 -0.47 1.42
H 3.88 0.19 0.93
H 3.52 0.39 -0.79
H 3.20 2.51 1.15
H 1.18 3.31 -0.08
H 1.55 1.21 -2.01
H -0.04 1.77 -1.49
H -1.72 0.02 -1.21
H -2.77 0.31 1.53
H -3.54 1.12 0.14
H -3.30 -1.94 0.40
H -5.62 -1.90 -0.37
H -5.59 -0.07 -0.40

***

Record 4
This record from the Open Molecules 2025 dataset describes a structure of composition C2H3ErO in a non-equilibrium geometry. The level of theory is ωB97M-V/def2-TZVPD.

Calculated values
2S+1 ... 4
HOMO energy (alpha / beta) ... -18.4 / -17.8 eV
Calculated total energy ... -1167.45160 Ha
Total charge ... +2
LUMO (alpha / beta) ... -10.15 / -10.52 eV
Kohn-Sham gap (alpha / beta) ... 0.3026 / 0.2657 Eh
<S²> ... 3.761

Cartesian coordinates (Å):
H -0.03 -1.16 -0.86
O 0.26 0.97 -0.74
C 0.52 -0.23 -0.27
C -0.16 -0.78 0.79
H 0.23 -1.73 1.19
H -0.75 -0.15 1.46
Er -0.07 3.08 -1.57

***

Record 5
This record from the Open Molecules 2025 dataset describes a structure of composition C36H38F3N10OS2Sn in a non-equilibrium geometry. The level of theory is ωB97M-V/def2-TZVPD.

Calculated values
2S+1 ... 1
HOMO energy ... -4.3 eV
Calculated total energy ... -3327.77166 Ha
Total charge ... -1
LUMO ... 2.44 eV
Kohn-Sham gap ... 0.2496 Eh

Cartesian coordinates (Å):
Sn -1.75 -0.52 -1.18
C -0.60 5.74 1.67
N 0.28 5.52 0.58
C 1.63 5.16 0.89
C 1.77 3.76 1.48
C 0.70 2.88 1.47
C 0.78 1.70 2.17
C 1.98 1.46 2.85
C 2.99 2.35 2.74
N 2.94 3.51 2.10
C -0.08 6.00 -0.76
C -0.62 4.92 -1.66
C 0.20 3.92 -2.15
C -0.34 2.92 -2.86
C -1.69 2.93 -3.15
C -2.37 4.04 -2.74
N -1.88 4.99 -1.97
C -2.05 5.44 1.40
C -3.02 6.44 1.59
C -4.35 6.05 1.39
C -4.66 4.80 0.91
C -3.61 3.93 0.69
N -2.34 4.26 0.94
H -0.54 6.79 2.04
H -0.16 5.16 2.46
H 1.99 5.80 1.74
H 2.31 5.31 0.03
H -0.16 3.17 0.89
H -0.03 1.00 2.14
H 2.12 0.58 3.48
H 3.95 2.10 3.20
H 0.85 6.40 -1.24
H -0.77 6.84 -0.67
H 1.32 3.96 -1.95
H 0.29 2.06 -3.23
H -2.13 2.10 -3.64
H -3.42 4.16 -3.03
H -2.76 7.41 1.95
H -5.20 6.75 1.54
H -5.69 4.44 0.84
H -3.79 2.93 0.31
C 6.98 -4.54 0.40
C 5.60 -4.41 0.91
C 5.36 -4.68 2.25
C 4.09 -4.67 2.78
C 3.00 -4.37 1.94
N 1.63 -4.32 2.41
C 1.14 -4.81 3.57
O 1.82 -5.27 4.47
N -0.19 -4.66 3.76
C -0.95 -3.58 3.13
C -2.01 -3.94 2.31
C -2.75 -2.96 1.71
C -2.42 -1.64 2.02
N -1.41 -1.28 2.85
C -0.66 -2.27 3.37
C 3.24 -4.08 0.61
C 4.51 -4.15 0.09
H 7.37 -5.56 0.66
H 7.65 -3.86 0.96
H 7.17 -4.30 -0.64
H 6.20 -4.89 2.92
H 3.92 -4.86 3.82
H 0.99 -3.97 1.68
H -0.48 -4.90 4.69
H -2.32 -4.94 2.05
H -3.63 -3.11 1.05
H -2.96 -0.86 1.53
H 0.08 -1.92 4.08
H 2.36 -3.98 -0.05
H 4.58 -3.95 -1.00
C -2.08 -2.93 -6.53
C -2.09 -3.73 -5.23
C -1.28 -3.13 -4.19
N -1.41 -1.89 -3.86
N -0.68 -1.47 -2.81
C 0.14 -2.52 -2.21
N 1.60 -2.37 -2.30
S -0.28 -4.08 -3.11
H -2.54 -3.50 -7.33
H -1.02 -2.68 -6.81
H -2.63 -1.98 -6.46
H -1.72 -4.70 -5.41
H -3.10 -3.85 -4.89
H 1.83 -2.32 -3.31
H 1.93 -1.50 -1.87
S -0.41 -2.50 -0.40
F -4.32 -0.80 -2.44
C -3.69 -1.68 -1.58
F -4.69 -1.89 -0.65
F -3.57 -2.86 -2.22

***

Record 6
This record from the Open Molecules 2025 dataset describes a cluster of 12 separate species, C12H48N24O12 in total in a non-equilibrium geometry. The level of theory is ωB97M-V/def2-TZVPD.

Calculated values
2S+1 ... 1
HOMO energy ... -8.5 eV
Structure (SMILES) ... NC(N)=O.NC(N)=O.NC(N)=O.NC(N)=O.NC(N)=O.NC(N)=O.NC(N)=O.NC(N)=O.NC(N)=O.NC(N)=O.NC(N)=O.NC(N)=O
Calculated total energy ... -2703.42691 Ha
LUMO ... -0.75 eV
Kohn-Sham gap ... 0.2856 Eh

Cartesian coordinates (Å):
C 2.74 0.58 -4.53
O 3.50 0.29 -5.47
N 1.81 1.51 -4.53
N 2.76 -0.11 -3.39
H 1.68 2.20 -5.25
H 1.36 1.70 -3.64
H 2.13 0.01 -2.60
H 3.31 -0.96 -3.41
C 4.49 -1.00 3.06
O 5.36 -0.56 3.81
N 3.61 -1.98 3.28
N 4.35 -0.64 1.81
H 3.77 -2.45 4.16
H 3.04 -2.29 2.52
H 4.90 0.14 1.49
H 3.97 -1.23 1.07
C 0.57 0.38 -0.29
O 0.93 0.51 -1.44
N -0.63 0.87 0.07
N 1.17 -0.30 0.68
H -1.14 1.49 -0.55
H -1.01 0.60 0.96
H 0.73 -0.23 1.58
H 1.52 -1.16 0.28
C -1.70 -1.06 -3.98
O -1.34 -2.02 -3.34
N -2.78 -1.06 -4.69
N -0.96 0.03 -4.12
H -3.43 -1.82 -4.56
H -2.99 -0.47 -5.49
H 0.04 -0.11 -4.05
H -1.26 0.58 -4.92
C -3.71 4.16 0.53
O -4.03 5.02 1.36
N -3.96 4.32 -0.78
N -3.14 2.99 0.83
H -4.55 5.09 -1.03
H -3.62 3.71 -1.51
H -2.99 2.79 1.81
H -3.05 2.28 0.12
C 0.10 -2.87 3.60
O -0.05 -2.11 4.52
N 0.73 -4.07 3.62
N -0.38 -2.49 2.45
H 1.35 -4.13 4.41
H 1.12 -4.42 2.76
H -0.54 -3.12 1.68
H -0.75 -1.55 2.50
C -2.39 0.62 3.03
O -1.27 0.43 2.55
N -3.25 -0.22 3.48
N -2.70 1.87 3.39
H -3.16 -1.17 3.16
H -4.01 -0.01 4.10
H -3.59 2.02 3.84
H -1.97 2.56 3.40
C 3.19 -4.27 0.32
O 2.67 -3.21 0.59
N 4.34 -4.49 -0.35
N 2.57 -5.38 0.50
H 4.92 -3.69 -0.57
H 4.68 -5.41 -0.57
H 1.65 -5.29 0.90
H 3.09 -6.25 0.49
C 1.48 1.44 5.08
O 2.25 2.10 5.66
N 0.70 0.55 5.65
N 1.23 1.59 3.74
H 0.73 -0.32 5.14
H 0.75 0.54 6.66
H 1.64 2.27 3.13
H 0.30 1.24 3.56
C -0.73 -4.17 -0.58
O -0.49 -4.73 0.46
N -0.85 -4.69 -1.77
N -0.70 -2.83 -0.67
H -1.15 -4.06 -2.50
H -0.83 -5.67 -2.03
H -0.94 -2.39 -1.54
H -0.40 -2.32 0.14
C 1.03 4.56 -1.37
O 1.62 4.81 -0.34
N 0.92 5.44 -2.36
N 0.79 3.35 -1.85
H 0.77 5.13 -3.30
H 1.41 6.31 -2.23
H 0.30 3.21 -2.72
H 0.86 2.56 -1.22
C -3.22 2.61 -2.61
O -2.56 2.58 -1.61
N -4.27 1.83 -2.77
N -3.11 3.37 -3.68
H -4.23 1.04 -2.14
H -4.93 1.97 -3.51
H -2.51 4.17 -3.51
H -3.66 3.37 -4.52

***

Record 7
This record from the Open Molecules 2025 dataset describes the molecule C19H26N4O2S2 in a non-equilibrium geometry. The level of theory is ωB97M-V/def2-TZVPD.

Calculated values
2S+1 ... 1
HOMO energy ... -7.8 eV
Structure (SMILES) ... COCCCNC(=S)N1CCN(c2nc(-c3cccc(OC)c3)cs2)CC1
Calculated total energy ... -1905.47519 Ha
LUMO ... 0.55 eV
Kohn-Sham gap ... 0.3055 Eh

Cartesian coordinates (Å):
C -4.12 -2.66 0.54
H -3.57 -2.38 1.44
O -3.68 -1.94 -0.59
C -2.39 -2.27 -1.03
C -1.27 -1.84 -0.07
C 0.08 -1.89 -0.76
N 1.12 -1.44 0.15
C 2.42 -1.48 -0.24
N 3.36 -1.06 0.66
C 4.64 -0.59 0.21
H 5.44 -1.10 0.77
C 4.72 0.95 0.43
N 3.41 1.47 0.75
C 2.49 1.56 -0.26
N 1.22 1.48 -0.09
C 0.52 1.66 -1.25
C 1.31 1.88 -2.34
S 2.98 1.88 -1.92
H 1.02 2.06 -3.36
C -0.93 1.56 -1.23
C -1.59 1.74 -0.02
C -2.98 1.64 0.05
C -3.70 1.34 -1.11
C -3.04 1.17 -2.31
C -1.66 1.28 -2.38
H -1.15 1.12 -3.32
H -3.60 0.93 -3.20
H -4.77 1.25 -1.04
O -3.71 1.80 1.18
C -3.04 2.09 2.38
H -2.36 1.29 2.67
H -3.82 2.18 3.14
H -2.49 3.03 2.31
H -1.00 1.97 0.85
C 2.91 0.94 2.00
H 1.87 1.26 2.11
H 3.50 1.37 2.81
C 3.04 -0.61 1.99
H 3.86 -0.92 2.64
H 2.13 -1.09 2.35
H 5.10 1.45 -0.46
H 5.38 1.19 1.27
H 4.74 -0.84 -0.85
S 2.87 -2.11 -1.70
H 0.85 -0.62 0.68
H 0.33 -2.90 -1.07
H 0.07 -1.26 -1.67
H -1.25 -2.49 0.80
H -1.48 -0.82 0.25
H -2.32 -3.35 -1.23
H -2.28 -1.73 -1.98
H -4.01 -3.74 0.38
H -5.17 -2.41 0.67

***

Record 8
This record from the Open Molecules 2025 dataset describes a structure of composition C15H31ClO4P2Zn in a non-equilibrium geometry. The level of theory is ωB97M-V/def2-TZVPD.

Calculated values
2S+1 ... 1
HOMO energy (alpha / beta) ... -7.2 / -7.2 eV
Calculated total energy ... -3812.80807 Ha
LUMO (alpha / beta) ... -4.61 / -4.62 eV
Kohn-Sham gap (alpha / beta) ... 0.0945 / 0.0938 Eh

Cartesian coordinates (Å):
P 0.04 -1.45 -2.45
P 0.38 1.79 -2.34
C -0.24 -0.46 -3.99
C 0.49 0.90 -3.98
H -1.33 -0.32 -4.10
H 0.10 -1.08 -4.84
H 1.56 0.79 -4.21
H 0.06 1.58 -4.74
C -1.32 2.47 -2.52
H -1.55 3.09 -1.65
H -2.06 1.67 -2.59
H -1.38 3.09 -3.43
C 1.42 3.24 -2.66
H 1.06 3.80 -3.54
H 2.45 2.91 -2.84
H 1.40 3.89 -1.78
C -1.08 -2.85 -2.75
H -1.04 -3.53 -1.88
H -0.78 -3.39 -3.66
H -2.11 -2.48 -2.86
C 1.71 -2.13 -2.74
H 2.46 -1.33 -2.71
H 1.74 -2.62 -3.72
H 1.93 -2.86 -1.95
Zn 2.90 -0.32 3.41
C 0.05 1.79 1.27
C -1.23 1.43 1.13
C -1.77 0.63 -0.01
C -2.29 -0.70 0.53
C -1.19 -1.66 0.79
C 0.13 -1.41 0.81
C 0.97 -0.37 0.16
C 1.25 0.99 0.86
C 0.61 -1.60 5.02
H 0.30 2.65 1.91
H -1.99 1.84 1.82
H -1.00 0.42 -0.75
H -2.58 1.14 -0.55
H -2.82 -0.47 1.48
H -3.03 -1.17 -0.15
H -1.52 -2.68 1.03
H 0.76 -2.07 1.44
H 0.55 -0.08 -0.83
H 1.97 -0.79 -0.10
H 1.89 0.82 1.74
H 1.88 1.60 0.18
H 1.30 -1.94 5.81
H 0.02 -2.43 4.61
H -0.13 -0.97 5.53
O -0.74 1.26 9.10
Cl -0.10 0.62 7.93
O 1.35 0.37 8.18
O -0.78 -0.67 7.58
O 1.30 -0.94 4.02

***

Record 9
This record from the Open Molecules 2025 dataset describes the molecule CH3NO2S in a non-equilibrium geometry. The level of theory is ωB97M-V/def2-TZVPD.

Calculated values
2S+1 ... 1
HOMO energy ... -9.6 eV
Calculated total energy ... -643.27229 Ha
LUMO ... 0.09 eV
Kohn-Sham gap ... 0.3543 Eh

Cartesian coordinates (Å):
C -0.11 0.72 1.06
N 0.45 -0.14 -1.28
O -0.76 1.51 0.46
O -0.33 -1.64 0.76
S 0.73 -0.74 0.27
H -0.15 0.57 2.15
H 0.50 -0.79 -2.05
H -0.32 0.51 -1.37

***

Record 10
This record from the Open Molecules 2025 dataset describes the molecule C4H2N2S in a non-equilibrium geometry. The level of theory is ωB97M-V/def2-TZVPD.

Calculated values
2S+1 ... 1
HOMO energy ... -10.0 eV
Structure (SMILES) ... N#C/C=C\SC#N
Calculated total energy ... -661.25214 Ha
LUMO ... -0.16 eV
Kohn-Sham gap ... 0.3617 Eh

Cartesian coordinates (Å):
C -0.46 -0.64 -0.55
C -0.61 0.66 -0.45
C -1.40 -1.60 -0.05
C -3.14 0.33 -0.03
N -2.13 -2.34 0.47
N -4.01 -0.30 -0.42
S -1.95 1.54 0.23
H 0.46 -0.98 -1.12
H 0.13 1.34 -0.90

***

Record 11
This record from the Open Molecules 2025 dataset describes the molecule C3H11NSi2 in a non-equilibrium geometry. The level of theory is ωB97M-V/def2-TZVPD.

Calculated values
2S+1 ... 1
HOMO energy ... -8.5 eV
Structure (SMILES) ... C/N=[SiH]/C[SiH2]C
Calculated total energy ... -754.55582 Ha
LUMO ... 0.36 eV
Kohn-Sham gap ... 0.3240 Eh

Cartesian coordinates (Å):
C 1.04 -1.30 -0.18
C -1.21 -0.47 2.02
C -0.30 2.28 -2.34
N 0.12 1.23 -1.53
Si -0.02 -1.85 1.30
Si 1.08 0.56 -0.37
H 2.08 -1.58 -0.16
H 0.67 -1.65 -1.16
H -0.61 0.07 2.67
H -1.68 -0.02 1.10
H -0.95 3.00 -1.84
H 0.45 2.90 -2.86
H -0.86 1.96 -3.20
H -1.79 -1.19 2.56
H -0.96 -2.82 0.95
H 0.86 -2.03 2.45
H 2.06 0.91 0.58

***

Record 12
This record from the Open Molecules 2025 dataset describes a cluster of 2 separate species, C3H5BrS in total in a non-equilibrium geometry. The level of theory is ωB97M-V/def2-TZVPD.

Calculated values
2S+1 ... 1
HOMO energy (alpha / beta) ... -9.3 / -8.5 eV
Calculated total energy ... -3089.35232 Ha
LUMO (alpha / beta) ... -0.28 / -2.10 eV
Kohn-Sham gap (alpha / beta) ... 0.3300 / 0.2338 Eh

Cartesian coordinates (Å):
C 1.47 -0.35 0.04
C 0.68 0.16 1.02
C -1.51 0.46 -1.00
S 1.29 -1.98 -0.48
Br -2.85 -0.18 0.04
H 2.26 0.13 -0.46
H -0.03 -0.42 1.64
H 0.73 1.17 1.28
H -1.04 1.14 -0.37
H -1.00 -0.12 -1.72

***

Record 13
This record from the Open Molecules 2025 dataset describes a cluster of 16 separate species, H34NO15 in total in a non-equilibrium geometry. The level of theory is ωB97M-V/def2-TZVPD.

Calculated values
2S+1 ... 1
HOMO energy ... -12.8 eV
Calculated total energy ... -1203.53592 Ha
Total charge ... +1
LUMO ... -2.82 eV
Kohn-Sham gap ... 0.3652 Eh

Cartesian coordinates (Å):
N 0.14 0.24 0.07
H -0.22 -0.48 0.64
H 0.24 -0.13 -0.85
H 1.00 0.60 0.54
H -0.53 0.99 -0.02
O -2.59 2.06 -1.39
H -3.15 2.79 -1.49
H -3.24 1.31 -1.21
O -0.44 -3.28 1.11
H -0.50 -4.16 1.54
H 0.23 -2.93 1.73
O -0.51 3.01 -2.86
H -0.46 2.71 -3.74
H -1.21 2.50 -2.47
O -2.12 -2.75 -1.14
H -2.40 -3.61 -1.47
H -1.59 -2.77 -0.31
O 0.52 -3.17 -1.76
H 0.47 -3.33 -2.69
H -0.39 -2.90 -1.68
O 3.92 1.98 1.52
H 3.93 2.79 1.96
H 3.52 2.18 0.65
O 1.64 1.64 -2.08
H 1.70 0.69 -2.23
H 0.93 2.10 -2.53
O -3.06 -0.70 0.62
H -2.65 -0.16 1.27
H -3.02 -1.63 0.89
O -1.70 -0.47 -2.88
H -2.36 -0.09 -3.41
H -2.06 -1.07 -2.21
O 1.64 1.15 2.86
H 1.15 1.95 3.07
H 2.44 1.44 2.39
O -1.50 1.20 2.36
H -1.09 1.72 3.08
H -1.28 0.33 2.70
O -0.35 -1.23 3.33
H 0.59 -1.26 3.43
H -0.61 -1.07 4.24
O 2.24 -1.63 1.10
H 2.48 -1.27 1.93
H 2.95 -2.14 0.73
O 0.91 3.12 0.83
H 0.01 3.42 1.06
H 1.52 3.67 1.33
O 1.91 -0.91 -2.72
H 1.45 -0.76 -3.53
H 1.48 -1.69 -2.30